No. 1
{"formula": "C33H34N5O3Ru", "method": "wB97M-V/def2-TZVPD", "gap_ev": [4.832, 4.856], "charge": 1, "symbols": ["Ru", "C", "O", "C", "C", "C", "C", "C", "C", "N", "N", "C", "C", "C", "C", "O", "C", "N", "C", "C", "C", "C", "H", "H", "H", "H", "H", "H", "H", "H", "H", "H", "H", "H", "C", "C", "C", "C", "C", "C", "C", "C", "H", "H", "H", "H", "H", "N", "C", "N", "C", "C", "O", "C", "C", "H", "H", "H", "H", "H", "H", "H", "H", "C", "C", "C", "C", "H", "H", "H", "H", "H", "H", "H", "H", "H"], "coordinates": [[-1.16241, 1.46951, -0.17516], [10.15230, -5.38032, 2.24574], [9.70166, -4.84300, 1.00852], [8.60446, -4.06305, 1.00646], [8.18120, -3.60352, -0.24161], [7.06717, -2.80038, -0.34050], [6.34312, -2.44365, 0.79735], [6.75298, -2.92347, 2.04001], [7.88665, -3.70950, 2.14956], [5.21035, -1.63754, 0.60854], [4.67118, -1.13182, 1.59260], [3.40462, -0.53501, 1.50675], [3.00585, 0.17717, 2.61128], [1.82064, 0.92295, 2.65121], [0.99498, 0.97724, 1.55750], [-0.07882, 1.73506, 1.48228], [1.34508, 0.19981, 0.42547], [0.48176, 0.28512, -0.64071], [0.72007, -0.42307, -1.73063], [1.84330, -1.23272, -1.85237], [2.75094, -1.30309, -0.81903], [2.52223, -0.57967, 0.37227], [10.98332, -6.03235, 1.99920], [9.36857, -5.96179, 2.73393], [10.49818, -4.59090, 2.91520], [8.74353, -3.89508, -1.11993], [6.73027, -2.43203, -1.30223], [6.18177, -2.65047, 2.91726], [8.20986, -4.04316, 3.12608], [3.66982, 0.16618, 3.46628], [1.54337, 1.48644, 3.53277], [0.00096, -0.33692, -2.53452], [1.99882, -1.79505, -2.76204], [3.63519, -1.91276, -0.91221], [-2.71700, 0.83781, 0.72982], [-3.45469, 0.11544, 1.38804], [-4.37544, -0.67667, 2.14057], [-5.72617, -0.31977, 2.19665], [-6.61474, -1.09682, 2.91859], [-6.16958, -2.23396, 3.58065], [-4.82542, -2.58028, 3.54341], [-3.92725, -1.80799, 2.82776], [-6.05983, 0.56843, 1.67538], [-7.65724, -0.81311, 2.97207], [-6.87131, -2.85002, 4.12702], [-4.47768, -3.45052, 4.08331], [-2.87792, -2.06957, 2.79353], [-2.03906, 1.27621, -1.95013], [-2.68997, 1.22472, -2.89757], [-3.39115, 1.11044, -3.99415], [-3.64020, 2.23421, -4.91219], [-5.13731, 2.47629, -4.99517], [-5.82311, 1.28748, -5.34948], [-5.62610, 0.25711, -4.39730], [-4.15678, -0.11106, -4.30358], [-3.26312, 1.95405, -5.89671], [-3.11843, 3.12240, -4.56332], [-5.35320, 3.20352, -5.77439], [-5.50612, 2.85468, -4.03371], [-6.20526, -0.59822, -4.73768], [-5.99095, 0.57313, -3.41245], [-3.81425, -0.49099, -5.26693], [-3.98873, -0.85778, -3.53115], [-3.46777, 4.10718, 0.96093], [-1.95663, 4.28871, 0.83386], [-1.63205, 5.76908, 0.59647], [-1.37328, 3.49904, -0.32925], [-3.85871, 4.73723, 1.76100], [-3.71740, 3.07235, 1.18360], [-3.96629, 4.39226, 0.02774], [-1.47781, 3.97230, 1.76238], [-2.09330, 6.11633, -0.33230], [-0.55571, 5.93553, 0.52891], [-2.02190, 6.37233, 1.41671], [-0.29224, 3.69005, -0.42082], [-1.87189, 3.74931, -1.26539]], "lowdin_charge": [1.272, -0.066, -0.067, -0.282, 0.004, -0.020, -0.265, -0.010, -0.009, 0.045, 0.066, -0.199, 0.006, 0.023, -0.349, -0.207, -0.132, -0.014, -0.096, -0.023, 0.045, -0.061, 0.095, 0.095, 0.098, 0.123, 0.111, 0.107, 0.105, 0.122, 0.127, 0.106, 0.116, 0.102, -0.122, -0.031, -0.251, -0.030, -0.068, -0.067, -0.067, -0.028, 0.117, 0.110, 0.110, 0.110, 0.118, 0.048, -0.169, -0.074, -0.091, -0.179, -0.115, -0.180, -0.090, 0.136, 0.135, 0.135, 0.132, 0.135, 0.133, 0.136, 0.136, -0.080, -0.482, -0.074, -0.201, 0.085, 0.037, 0.085, 0.127, 0.085, 0.082, 0.085, 0.088, 0.062]}



No. 2
{"formula": "C33H35AsBaN2OSi", "method": "wB97M-V/def2-TZVPD", "gap_ev": 6.148, "symbols": ["Ba", "C", "C", "C", "C", "C", "C", "N", "N", "Si", "C", "C", "C", "H", "H", "H", "H", "H", "H", "H", "H", "H", "H", "H", "H", "H", "H", "H", "O", "As", "C", "C", "C", "C", "C", "C", "C", "C", "C", "C", "C", "C", "C", "C", "C", "C", "C", "C", "H", "H", "H", "H", "H", "H", "H", "H", "H", "H", "H", "H", "H", "H", "H", "C", "C", "C", "C", "C", "C", "H", "H", "H", "H", "H"], "coordinates": [[0.15115, -0.04122, 1.55873], [-0.25715, 1.92435, 5.62579], [-1.37064, 1.02888, 5.16004], [-2.46054, 0.78543, 5.97354], [-3.46417, -0.05916, 5.49344], [-3.34689, -0.60937, 4.24543], [-2.21095, -0.30954, 3.44265], [-1.24065, 0.49984, 3.93555], [-2.00470, -0.77391, 2.20085], [-2.80161, -1.91242, 1.23431], [-3.95273, -3.16604, 2.06008], [-3.71204, -0.99839, -0.15654], [-1.47164, -2.96192, 0.38987], [-0.43674, 2.28090, 6.63844], [-0.17366, 2.78216, 4.95790], [0.68883, 1.38284, 5.59916], [-2.53492, 1.24334, 6.94975], [-4.33242, -0.27466, 6.10525], [-4.10770, -1.26342, 3.84534], [-4.91383, -2.73495, 2.34779], [-3.47476, -3.54692, 2.96705], [-4.15134, -4.02134, 1.41105], [-4.60952, -0.49898, 0.21586], [-4.00799, -1.66352, -0.97300], [-3.06585, -0.22583, -0.58276], [-0.77724, -3.42105, 1.09898], [-0.89036, -2.36336, -0.30435], [-1.92856, -3.76409, -0.19499], [1.21038, -0.93267, -0.25819], [0.85228, -0.45040, -1.78180], [-0.39331, -1.61308, -2.70216], [0.04772, -2.93657, -2.74887], [-0.69100, -3.89308, -3.41814], [-1.87701, -3.52867, -4.04533], [-2.30918, -2.21331, -4.00960], [-1.56517, -1.24679, -3.34419], [2.34780, -0.58285, -2.99300], [2.24567, 0.02009, -4.24309], [3.24809, -0.16770, -5.17956], [4.34232, -0.96605, -4.87029], [4.44330, -1.56447, -3.62320], [3.44538, -1.37155, -2.67910], [0.32688, 1.40094, -1.83005], [1.36169, 2.33415, -1.85786], [1.07074, 3.68667, -1.82190], [-0.25093, 4.10772, -1.76911], [-1.28246, 3.18126, -1.73028], [-0.99666, 1.82467, -1.75264], [0.96189, -3.20677, -2.23185], [-0.35184, -4.92005, -3.44739], [-2.46454, -4.27657, -4.56170], [-3.23357, -1.93658, -4.49955], [-1.90980, -0.22061, -3.33093], [1.38347, 0.63531, -4.47534], [3.17476, 0.30928, -6.14802], [5.11913, -1.11823, -5.60820], [5.30093, -2.18088, -3.38826], [3.51436, -1.80845, -1.68923], [2.38888, 1.99573, -1.89090], [1.87449, 4.41026, -1.82291], [-0.47994, 5.16518, -1.75080], [-2.31106, 3.51292, -1.67851], [-1.80042, 1.09974, -1.70424], [4.60756, 3.41196, 2.25263], [4.42831, 2.60459, 1.13950], [3.28719, 1.81250, 1.03010], [2.26843, 1.78363, 1.99778], [2.49438, 2.62232, 3.10306], [3.63148, 3.41522, 3.23922], [5.49864, 4.02032, 2.35514], [5.18435, 2.58706, 0.35800], [3.20359, 1.17135, 0.14918], [1.75419, 2.66725, 3.89526], [3.75722, 4.03756, 4.12108]], "lowdin_charge": [1.924, -0.042, -0.354, -0.066, -0.081, -0.037, -0.496, 0.006, -0.400, 0.344, -0.183, -0.161, -0.183, 0.073, 0.074, 0.079, 0.098, 0.103, 0.076, 0.020, 0.033, 0.025, 0.029, 0.025, -0.008, 0.040, -0.037, 0.037, -0.818, 1.172, -0.298, -0.108, -0.064, -0.069, -0.071, -0.084, -0.307, -0.093, -0.071, -0.074, -0.070, -0.082, -0.311, -0.094, -0.046, -0.058, -0.064, -0.106, 0.113, 0.110, 0.108, 0.109, 0.093, 0.110, 0.107, 0.106, 0.108, 0.110, 0.104, 0.116, 0.111, 0.112, 0.072, -0.137, -0.139, -0.228, -0.319, -0.196, -0.130, 0.087, 0.084, 0.042, 0.035, 0.087]}



No. 3
{"formula": "C33H35BMoN5Se", "method": "wB97M-V/def2-TZVPD", "gap_ev": [6.064, 7.034], "s2": 2.20, "charge": 1, "spin_multiplicity": 3, "symbols": ["Mo", "C", "C", "C", "C", "C", "C", "C", "H", "H", "H", "H", "H", "H", "H", "H", "C", "C", "C", "C", "N", "C", "C", "C", "C", "C", "C", "C", "H", "H", "H", "H", "H", "H", "H", "H", "B", "N", "C", "C", "C", "N", "N", "C", "C", "C", "N", "H", "H", "H", "H", "H", "H", "H", "H", "C", "C", "C", "C", "C", "C", "Se", "C", "C", "C", "H", "H", "H", "H", "H", "H", "H", "H", "H", "H", "H"], "coordinates": [[-0.63596, 0.07344, 0.41105], [-4.20701, 0.13706, 1.93011], [-2.89474, -0.01698, 2.64058], [-2.66302, -1.14826, 3.42880], [-1.56071, -1.22494, 4.25717], [-0.64142, -0.17881, 4.31450], [-0.81215, 0.91695, 3.49467], [-1.92467, 0.99519, 2.63711], [-4.28292, -0.53790, 1.07826], [-4.36327, 1.15634, 1.58440], [-5.01833, -0.11149, 2.61385], [-3.38739, -1.95304, 3.41692], [-1.42673, -2.09300, 4.88861], [0.19428, -0.22422, 4.99861], [-0.12092, 1.74868, 3.54299], [-2.13889, 1.93949, 2.14286], [2.49791, -1.87878, 2.91365], [2.11713, -3.21638, 2.92993], [0.95168, -3.58776, 2.29774], [0.17636, -2.63260, 1.63882], [0.56758, -1.34079, 1.60682], [1.69611, -0.98380, 2.24771], [-1.09990, -2.91286, 0.98023], [-1.69823, -4.17125, 1.02578], [-2.94241, -4.36249, 0.45435], [-3.58087, -3.29621, -0.16355], [-2.97095, -2.05203, -0.21870], [-1.71630, -1.82165, 0.34981], [3.39525, -1.53556, 3.40652], [2.72245, -3.95547, 3.43525], [0.63606, -4.61884, 2.30605], [1.93813, 0.06862, 2.21958], [-1.21155, -5.00626, 1.51054], [-3.41163, -5.33548, 0.48934], [-4.55285, -3.43812, -0.61697], [-3.49200, -1.25600, -0.73463], [-1.32955, -0.69358, -2.93915], [-2.16457, 0.44538, -2.26534], [-3.09613, 1.17778, -2.86838], [-3.65880, 2.05809, -1.95128], [-2.98742, 1.79650, -0.77565], [-2.08703, 0.81342, -0.96403], [0.15184, -0.53190, -2.50274], [1.21171, -0.71729, -3.28722], [2.36081, -0.74602, -2.51006], [1.90575, -0.55608, -1.22168], [0.56626, -0.43066, -1.22185], [-1.73527, -1.76557, -2.60020], [-1.38051, -0.51563, -4.12294], [-3.29478, 1.03285, -3.91511], [-4.42619, 2.78935, -2.12541], [-3.07130, 2.28525, 0.18023], [1.07645, -0.83223, -4.34745], [3.37588, -0.87024, -2.83802], [2.46216, -0.47794, -0.30226], [4.96197, 2.81492, -3.67314], [3.92570, 2.65910, -2.59830], [2.57852, 2.85172, -2.86798], [1.60209, 2.72538, -1.88721], [0.16678, 2.98772, -2.24334], [2.00797, 2.38098, -0.59661], [0.69520, 2.14166, 0.79447], [3.36049, 2.22337, -0.27691], [3.82705, 1.90229, 1.11491], [4.29618, 2.35905, -1.29263], [4.51580, 2.75273, -4.66391], [5.73149, 2.04789, -3.59253], [5.45640, 3.78394, -3.58993], [2.27132, 3.11727, -3.87213], [0.09799, 3.45015, -3.22564], [-0.30857, 3.65486, -1.52263], [-0.40653, 2.06208, -2.26895], [3.55709, 0.88514, 1.41021], [3.38984, 2.58423, 1.84672], [4.90994, 1.98086, 1.18064], [5.34587, 2.22838, -1.05533]], "lowdin_charge": [1.416, -0.025, -0.277, -0.034, -0.048, -0.084, -0.141, -0.165, 0.060, 0.072, 0.098, 0.130, 0.118, 0.115, 0.083, 0.090, -0.032, -0.021, 0.019, -0.204, -0.031, -0.162, -0.208, -0.022, -0.060, -0.058, -0.153, -0.198, 0.118, 0.121, 0.113, 0.053, 0.105, 0.110, 0.113, 0.086, -0.389, -0.072, -0.051, -0.017, -0.140, -0.135, -0.052, -0.044, -0.020, -0.134, -0.115, 0.072, 0.083, 0.134, 0.108, 0.097, 0.133, 0.110, 0.101, -0.038, -0.256, -0.004, -0.293, -0.056, -0.498, 0.847, -0.311, -0.069, -0.005, 0.079, 0.082, 0.090, 0.123, 0.090, 0.075, 0.045, 0.048, 0.075, 0.086, 0.124]}



Question: What is the formula in the first record?
Answer: C33H34N5O3Ru